Record 1
13
Properties=species:S:1:pos:R:3:forces:R:3 method="wB97M-V/def2-TZVPD" s2=0.753 e_tot_ev=-16627.800 orbital_gap_ev="6.18 / 9.46" homo_ev="-6.4823 / -9.9226" multiplicity=2
O -1.30463 1.48607 0.56268 1.252 -1.728 -0.313
C -0.83195 0.54076 -0.06551 -2.042 2.704 -0.594
C 1.76323 0.62699 -0.30967 0.337 -0.061 -0.002
O 0.85284 -0.04125 0.53055 0.814 1.591 0.450
O -0.35293 0.68012 -1.34839 0.341 -0.441 -0.036
C 0.89954 1.35395 -1.34537 -0.356 0.487 0.000
H 2.45669 -0.06649 -0.81278 -0.229 -0.003 0.223
H 2.35788 1.35895 0.25936 -0.153 -0.304 -0.068
H 1.31956 1.29909 -2.35622 -0.244 0.062 0.274
H 0.73511 2.39850 -1.04272 0.093 -0.205 -0.205
O -1.48474 -0.70801 -0.01833 0.180 -0.485 -0.058
H -2.18800 -0.66309 0.64025 -0.056 0.396 0.111
Pb 0.36426 -2.05312 0.72619 0.064 -2.013 0.219

Record 2
113
Properties=species:S:1:pos:R:3:forces:R:3 method="wB97M-V/def2-TZVPD" s2=6.006 e_tot_ev=-85095.778 orbital_gap_ev="8.80 / 8.11" homo_ev="-8.0703 / -7.3850" multiplicity=5
Fe -0.48202 0.55823 0.05264 0.723 -1.351 -1.388
C 2.15996 -1.44783 2.78943 -0.145 0.897 -1.445
C 1.11128 -2.03305 1.80497 -1.383 0.339 0.601
O 0.22857 -1.10594 1.19022 0.607 0.424 0.300
H 2.94389 -2.04690 3.25275 -0.456 -0.714 -0.111
H 1.58624 -0.93148 3.55906 0.252 0.201 0.034
H 2.71137 -0.73459 2.17677 0.078 0.544 0.246
H 0.47527 -2.61342 2.47337 -0.342 -0.793 0.293
H 1.48291 -2.77223 1.09532 0.658 0.095 -0.337
C -0.35033 2.57946 -3.64034 0.361 -0.727 0.971
C -1.53362 2.51986 -2.66006 0.457 -0.243 0.033
O -1.34227 1.81401 -1.45638 0.655 0.319 -0.221
H -0.01474 1.55514 -3.80240 0.141 0.071 -0.707
H 0.48426 3.08958 -3.15936 0.170 0.087 0.042
H -0.58067 3.11588 -4.56083 -0.156 -0.238 -0.063
H -2.37812 2.11872 -3.22043 -0.397 -0.117 -0.016
H -1.72134 3.58763 -2.54720 -0.701 0.471 0.748
C -3.61829 -1.06760 -2.32331 -0.732 0.882 -0.594
C -3.55434 -0.96009 -0.82956 -0.535 -2.919 0.155
C -4.21106 -2.19710 -0.21463 -1.027 -0.271 0.716
O -2.21865 -1.06306 -0.46896 1.565 2.612 0.554
H -4.63848 -0.90395 -2.67049 -0.139 -0.015 -0.149
H -3.30657 -2.05220 -2.67186 0.202 0.058 0.088
H -2.99649 -0.27749 -2.74427 0.048 -0.075 -0.162
H -4.11729 -0.11650 -0.43011 0.771 0.553 -0.006
H -3.94310 -2.38437 0.82519 0.051 0.773 0.353
H -3.92280 -3.16936 -0.61428 -0.074 0.254 -0.872
H -5.29230 -2.06117 -0.23790 -0.167 -0.385 -0.129
H -1.94466 -1.97066 -0.31801 0.110 -0.599 0.096
C -3.09061 -2.40588 4.54622 -0.106 -0.566 -0.020
C -2.14919 -1.23120 4.57472 -0.482 0.948 1.458
C -0.86549 -1.61513 5.24703 0.689 -0.086 -0.232
O -1.91357 -0.60616 3.30546 -0.468 -0.665 1.004
H -2.64177 -3.19839 3.94741 -0.463 0.033 -0.703
H -4.11272 -2.11596 4.30262 0.155 -0.201 -0.655
H -3.18441 -2.91417 5.50589 0.218 0.455 0.445
H -2.58595 -0.49040 5.24446 -0.331 0.460 -0.340
H -0.18756 -0.77047 5.36974 0.042 0.054 -0.306
H -0.42483 -2.36437 4.58933 0.571 -0.236 0.289
H -1.00423 -2.01340 6.25214 -0.231 -0.236 -0.164
H -1.13415 -1.04025 2.95095 0.578 -0.082 -0.979
C -0.62247 -5.76156 0.30180 0.943 -0.341 -0.725
C -0.87184 -4.64088 -0.74922 -0.895 -1.555 0.413
C -1.84977 -4.99213 -1.91928 0.222 0.839 0.878
O -1.37542 -3.49537 -0.00815 -0.046 -1.097 -0.976
H -1.43139 -6.19846 0.88736 -0.505 0.911 -0.034
H 0.18321 -5.41073 0.94670 -0.191 0.132 0.454
H -0.18825 -6.67289 -0.10934 0.168 0.097 -0.701
H 0.07205 -4.38930 -1.23284 0.266 0.114 0.241
H -1.86355 -4.07259 -2.50439 -0.631 0.068 -0.089
H -2.83131 -5.28031 -1.54294 -0.115 0.391 0.043
H -1.58851 -5.76827 -2.63862 0.754 -0.172 0.473
H -0.85399 -3.42070 0.79443 0.251 0.311 0.170
C 0.76200 5.97810 -1.94241 -0.343 0.323 0.760
C 0.40528 5.71155 -0.48085 -1.594 2.080 -0.780
C -0.90436 6.43773 -0.09587 0.370 0.163 0.003
O 0.15559 4.39207 -0.27218 1.138 -2.803 1.409
H -0.16557 5.83869 -2.49765 0.069 -0.089 -0.372
H 1.53196 5.30047 -2.31128 0.074 0.199 0.012
H 1.03822 7.03028 -2.01107 0.254 -0.077 -0.397
H 1.11899 6.15942 0.21061 0.688 -0.888 -0.033
H -0.89436 6.64450 0.97429 0.088 0.514 -0.040
H -1.76435 5.77464 -0.18983 -0.019 0.050 -0.648
H -0.97526 7.32605 -0.72354 -0.503 0.242 0.418
H -0.36434 3.97375 -0.96231 -0.411 0.001 -0.359
C -3.87094 1.71579 2.25698 -0.476 -0.109 -1.229
C -2.59773 2.34876 1.66661 -0.801 -0.021 0.655
C -2.06872 3.40759 2.61804 -0.362 0.862 -0.370
O -1.60792 1.34699 1.52482 0.092 0.405 0.270
H -3.93248 1.69136 3.34497 0.085 0.276 -0.063
H -4.03794 0.70132 1.89495 0.467 -0.240 0.036
H -4.71315 2.22456 1.78802 -0.243 0.436 0.607
H -2.77966 2.70876 0.65399 -0.036 0.169 0.093
H -1.40883 4.09621 2.09036 0.756 -0.450 0.248
H -1.66690 2.90414 3.49735 0.477 0.165 -0.136
H -2.81811 4.10186 2.99816 -0.586 -0.280 -0.063
H -1.74518 0.76386 2.27496 0.199 -0.783 0.494
C 3.54997 2.58999 -0.76428 -0.773 1.905 -0.090
C 2.73194 2.03376 0.37755 -0.870 -1.440 0.752
C 2.67774 2.76022 1.74125 1.073 0.195 -1.574
O 1.34096 1.80700 0.04716 0.588 -0.412 -0.480
H 3.15963 3.56367 -1.06038 -0.123 0.409 0.059
H 3.48781 2.02619 -1.69507 0.215 -0.498 0.439
H 4.56324 2.80044 -0.42207 0.157 -0.420 -0.207
H 3.21044 1.06014 0.48345 -0.564 -0.452 0.539
H 3.65905 3.23243 1.78756 -0.013 0.286 0.854
H 2.48064 2.09077 2.57856 0.081 0.000 -0.204
H 1.89382 3.51372 1.66509 0.131 0.151 0.222
H 0.94984 2.67664 -0.06403 -0.160 0.661 -0.061
C 5.10637 -0.22994 -1.76995 -0.097 -0.555 1.776
C 5.94972 -1.52850 -1.68387 -0.879 1.456 2.014
C 5.34136 -2.42012 -0.62033 0.550 -0.327 0.228
O 5.91894 -2.17985 -2.84365 -0.007 -1.343 -4.061
H 4.85797 0.30273 -2.68791 0.833 -0.222 -0.102
H 5.54738 0.36674 -0.97146 0.210 0.869 -0.501
H 4.15565 -0.44382 -1.28162 -0.370 -0.184 -0.423
H 6.97379 -1.31403 -1.37828 0.286 0.431 -0.037
H 6.13181 -3.10592 -0.31541 -0.047 -0.114 0.530
H 4.58856 -3.04588 -1.09972 -0.388 0.322 0.210
H 4.95827 -1.83652 0.21678 -0.029 -0.356 0.158
H 6.33086 -3.04682 -2.82652 0.093 0.020 0.282
C -0.21489 -1.59020 -3.56575 0.936 -0.621 -1.183
C 0.56624 -1.51333 -2.26663 0.934 0.280 -1.081
C 2.06360 -2.06692 -2.26308 -1.916 0.348 0.208
O 0.71900 -0.09666 -1.94732 0.567 -1.401 1.233
H -1.14092 -1.01554 -3.58409 0.080 -0.130 0.269
H -0.38919 -2.60895 -3.91197 -0.520 -0.388 0.624
H 0.39699 -1.29384 -4.41774 0.234 0.815 0.054
H 0.02333 -2.11348 -1.53645 -0.119 0.725 0.539
H 2.71046 -1.27143 -2.63304 0.057 -0.330 0.109
H 2.22468 -3.00603 -2.79246 -0.266 0.114 -0.423
H 2.23358 -2.32725 -1.21836 0.502 0.445 0.093
H 0.04401 0.49136 -2.29404 -0.760 -0.093 -0.256

Record 3
71
Properties=species:S:1:pos:R:3:forces:R:3 method="wB97M-V/def2-TZVPD" charge=+3 s2=0.811 e_tot_ev=-102495.176 orbital_gap_ev="5.31 / 6.03" homo_ev="-16.1513 / -16.1548" multiplicity=2
V -0.38584 0.04509 0.38434 0.781 0.223 0.233
O -0.60587 -1.35690 1.93919 -0.241 0.110 0.146
S -1.94439 -1.82020 1.43820 -0.065 -0.019 -0.125
O -3.04656 -1.29075 2.16192 0.034 -0.104 0.101
N -1.73126 -1.21813 -0.09422 0.011 0.592 -0.013
C -1.96798 -2.16761 -1.09908 -0.063 -0.390 0.049
S -1.81751 -1.87048 -2.67284 -0.048 -0.034 -0.097
C -2.28384 -3.46550 -0.45317 0.056 0.061 0.100
C -2.66172 -4.63382 -1.09012 -0.023 -0.049 -0.040
C -2.93575 -5.75705 -0.31587 0.008 0.032 -0.077
C -2.84491 -5.72151 1.07202 0.000 -0.001 0.069
C -2.48111 -4.55482 1.73582 -0.007 -0.021 0.026
C -2.18950 -3.45915 0.94684 0.090 -0.069 -0.114
H -2.75329 -4.65848 -2.16833 -0.003 -0.009 0.005
H -3.23964 -6.67414 -0.80251 -0.002 0.002 -0.002
H -3.07822 -6.60776 1.64635 0.002 0.003 0.006
H -2.44234 -4.51292 2.81597 0.006 0.007 0.000
C 1.13574 0.05189 -3.04944 -0.013 -0.063 0.045
Te -0.43418 1.14800 -2.09169 -0.136 0.148 -0.251
C 1.00703 2.73898 -1.95050 0.039 -0.065 0.128
C 2.04527 2.39240 -2.99074 -0.017 0.034 0.018
C 2.93711 3.36487 -3.43341 0.036 0.012 -0.014
C 3.88543 3.04947 -4.39218 -0.017 0.006 0.020
C 3.94097 1.76591 -4.92201 -0.014 -0.017 0.004
C 3.04915 0.79769 -4.49191 0.028 0.016 -0.010
C 2.10159 1.10846 -3.52026 0.010 -0.039 -0.014
H 0.68038 -0.51382 -3.85934 0.001 0.017 -0.016
H 1.56466 -0.64082 -2.32635 -0.022 -0.033 -0.024
H 1.41190 2.78648 -0.93933 0.010 0.002 -0.004
H 0.48890 3.66834 -2.17468 -0.025 0.012 0.009
H 2.88341 4.37175 -3.03816 -0.002 -0.001 0.000
H 4.57032 3.81020 -4.74070 0.000 -0.001 0.000
H 4.66818 1.52536 -5.68530 0.001 0.003 0.000
H 3.07989 -0.19466 -4.92490 -0.006 0.000 0.003
C -1.71150 4.15633 -0.22647 0.013 0.022 0.064
C -1.11618 3.49252 1.01647 -0.033 0.018 -0.028
P -1.74606 1.83030 1.42392 0.087 -0.051 -0.076
C -1.42020 1.59315 3.19969 -0.064 0.023 0.019
C -2.39864 2.30424 4.14316 0.059 -0.015 0.021
C -3.48144 1.70976 0.90256 -0.022 0.008 0.038
C -4.43499 2.71645 1.56537 -0.008 -0.019 -0.054
H -1.13035 5.04275 -0.47602 -0.007 0.001 0.001
H -2.73630 4.47880 -0.05916 -0.021 -0.020 0.013
H -1.71835 3.50531 -1.09972 0.008 -0.022 -0.049
H -1.32549 4.09751 1.90427 0.015 0.006 0.010
H -0.02666 3.42078 0.95684 -0.002 -0.009 0.012
H -0.40390 1.97734 3.33869 0.019 -0.027 -0.005
H -1.39436 0.52497 3.40807 -0.025 -0.009 0.024
H -2.52151 3.36009 3.90380 -0.018 -0.004 -0.001
H -2.00644 2.24025 5.15697 0.006 0.011 -0.002
H -3.37220 1.82108 4.13552 0.014 0.006 0.012
H -3.80995 0.68570 1.07757 -0.014 0.012 -0.004
H -3.45411 1.85951 -0.18142 -0.001 -0.014 -0.005
H -4.68650 2.42351 2.57960 -0.006 -0.003 -0.018
H -5.35837 2.74166 0.98855 0.002 0.005 0.001
H -4.03596 3.72916 1.58929 0.014 0.014 0.003
C 5.10802 -2.72202 1.55499 0.051 -0.048 0.011
N 3.88754 -2.04745 1.11329 -0.071 0.033 0.005
C 3.49938 -0.70098 1.50322 0.036 0.161 -0.015
C 2.21034 -0.58914 0.75350 -0.056 0.042 0.109
O 1.39091 0.43773 0.77992 -0.320 -0.464 -0.110
N 1.91941 -1.65400 0.08384 -0.258 -0.156 -0.231
C 2.95031 -2.54972 0.32558 0.227 0.094 0.103
N 2.95333 -3.75614 -0.19630 0.000 0.028 0.006
H 5.78200 -1.98260 1.97797 -0.008 0.010 -0.003
H 5.60881 -3.18432 0.70464 -0.006 0.016 -0.009
H 4.88545 -3.47140 2.31429 -0.019 0.008 -0.002
H 4.22757 0.04908 1.18219 0.002 -0.005 0.005
H 3.34914 -0.60228 2.58171 0.002 -0.016 0.000
H 2.21330 -4.03148 -0.82182 -0.005 0.008 -0.001
H 3.69791 -4.41283 -0.01817 -0.001 -0.008 -0.007